{"formula": "C8H10N2ReS6SbSe2", "method": "ωB97M-V/def2-TZVPD", "symbols": ["Re", "C", "Se", "C", "C", "Se", "C", "H", "H", "H", "H", "H", "H", "H", "H", "H", "H", "S", "C", "C", "N", "C", "S", "C", "N", "S", "Sb", "S", "S", "S"], "coordinates": [[-0.63687, -0.05480, 0.80185], [1.18784, -3.30212, -0.20791], [-0.55031, -2.39267, -0.24981], [-0.77694, -2.00659, -2.15331], [-2.18952, -1.49734, -2.22073], [-2.34916, 0.17557, -1.10835], [-1.82943, 1.47499, -2.52259], [1.81043, -3.06531, -1.02027], [0.88801, -4.35395, -0.22008], [1.71712, -2.98694, 0.68142], [-0.65687, -2.93623, -2.70712], [-0.01047, -1.29309, -2.45062], [-2.92736, -2.18068, -1.72840], [-2.53409, -1.16969, -3.17957], [-2.57768, 1.27466, -3.27131], [-0.84629, 1.27035, -2.89457], [-1.92944, 2.44647, -2.07510], [1.67348, -0.36286, 0.92403], [2.30006, 1.22934, 0.83182], [3.70139, 1.30020, 1.16917], [4.79240, 1.21789, 1.54990], [1.53167, 2.29140, 0.54048], [-0.12020, 2.09415, 0.24034], [2.14283, 3.60815, 0.42261], [2.69494, 4.60789, 0.48366], [0.84525, 1.62154, 4.75593], [-1.41153, 2.43437, 4.53539], [-2.21903, 0.82171, 2.48021], [-1.02870, -0.77748, 2.83983], [-0.69153, 0.51106, 5.75312]], "forces_ev_per_angstrom": [[1.3, -0.4, -0.8], [-1.1, -0.4, 0.9], [0.7, 0.0, 0.1], [-0.1, -0.1, 0.2], [-0.5, 0.4, 1.6], [-0.1, 0.0, -0.4], [-0.5, -0.9, 0.7], [0.5, 0.4, -1.3], [0.4, 0.2, 0.2], [-0.1, -0.4, 0.4], [0.0, -0.1, 0.1], [-0.1, 0.0, -0.1], [0.6, 0.4, -0.7], [-0.1, -0.1, -0.6], [-0.2, 0.3, -0.3], [0.5, 0.0, 0.0], [0.0, 0.4, 0.0], [-1.6, 0.7, -0.1], [1.3, -0.9, 0.5], [0.7, -0.1, 0.3], [-1.1, 0.2, -0.5], [0.6, 1.4, -0.4], [-0.3, 0.0, -0.1], [-0.7, -1.3, 0.5], [0.2, 0.6, -0.2], [-0.8, 0.1, -0.2], [0.8, -0.6, 0.1], [-0.4, 0.3, 0.1], [0.1, -0.8, 0.5], [-0.1, 0.6, -0.1]], "lowdin_charge": [0.09, -0.30, 0.96, -0.46, -0.45, 0.92, -0.28, 0.04, 0.06, 0.00, 0.10, 0.09, 0.09, 0.08, 0.04, 0.04, 0.02, 0.76, -0.66, -0.23, 0.24, -0.67, 0.69, -0.21, 0.24, -0.03, 0.79, -0.03, 0.12, -0.03], "e_above_lowest_kcal_mol": 0.00, "molar_mass_g_mol": 792.471, "charge": 2}

=====

{"formula": "C5H10N", "method": "ωB97M-V/def2-TZVPD", "symbols": ["C", "C", "C", "C", "C", "N", "H", "H", "H", "H", "H", "H", "H", "H", "H", "H"], "coordinates": [[-1.44625, 0.92581, 0.05001], [-0.09185, 0.50432, 0.66629], [0.85384, 0.20868, -0.41311], [-0.49055, -0.98657, 0.32004], [2.17839, -0.08361, 0.07355], [-1.72372, -0.54991, -0.30575], [-2.23611, 1.54920, 0.64899], [-1.34892, 1.39299, -0.84082], [0.14354, 0.79389, 1.57423], [0.69343, 0.36019, -1.42350], [0.00631, -1.89143, 0.22916], [2.97848, 0.36854, -0.45680], [2.59711, -1.11003, -0.08929], [2.39156, 0.11767, 1.07052], [-2.59574, -0.70095, 0.19491], [-1.90951, -0.89879, -1.29842]], "forces_ev_per_angstrom": [[-0.5, -0.2, 2.3], [-2.5, -1.8, -4.9], [-1.9, -1.5, 3.3], [2.1, 4.2, -0.4], [2.3, -2.7, -1.1], [-1.9, -0.4, -1.2], [1.3, -2.0, -0.8], [0.6, 1.9, -2.7], [1.5, 1.5, 4.2], [-0.7, 0.6, -1.7], [0.3, -1.7, 0.2], [0.4, 1.3, -0.9], [-1.0, 0.1, 0.2], [-0.2, 0.5, 1.9], [0.0, -1.1, 0.4], [0.3, 1.1, 1.2]], "lowdin_charge": [0.00, -0.18, -0.09, 0.01, -0.07, 0.06, 0.19, 0.08, 0.10, 0.12, 0.11, 0.09, 0.12, 0.07, 0.17, 0.22], "e_above_lowest_kcal_mol": 90.63, "molar_mass_g_mol": 84.142, "charge": 1}

=====

{"formula": "C46H46BaClN7O5S2", "method": "ωB97M-V/def2-TZVPD", "symbols": ["Ba", "C", "C", "C", "C", "C", "C", "C", "N", "N", "C", "C", "C", "C", "C", "C", "N", "C", "C", "C", "C", "C", "C", "N", "H", "H", "H", "H", "H", "H", "H", "H", "H", "H", "H", "H", "H", "H", "H", "H", "H", "H", "H", "H", "O", "S", "C", "C", "C", "C", "S", "O", "C", "C", "C", "C", "C", "C", "C", "C", "C", "C", "C", "C", "H", "H", "H", "H", "H", "H", "H", "H", "H", "H", "H", "H", "H", "H", "H", "H", "H", "H", "C", "C", "C", "C", "Cl", "C", "C", "C", "O", "C", "C", "O", "O", "H", "H", "H", "H", "H", "H", "H", "H", "N", "C", "N", "C", "N"], "coordinates": [[-0.83052, -0.09053, -0.34647], [-0.40137, 3.90942, -1.15143], [-1.91643, 3.75550, -0.91882], [-2.25088, 3.57626, 0.53733], [-2.90639, 4.56910, 1.25432], [-3.15938, 4.37278, 2.60207], [-2.76461, 3.18381, 3.18875], [-2.13941, 2.23749, 2.39170], [-1.86882, 2.42885, 1.10252], [0.18750, 2.72457, -1.79014], [1.63839, 2.71909, -1.67385], [2.15164, 2.61115, -0.25427], [3.46617, 2.97206, 0.03241], [3.91597, 2.88149, 1.33536], [3.03715, 2.45038, 2.31878], [1.75118, 2.11050, 1.93871], [1.31240, 2.17935, 0.68142], [-0.17159, 2.73424, -3.20734], [-0.01161, 1.40224, -3.88899], [0.73972, 1.27023, -5.04618], [0.75168, 0.04736, -5.70239], [0.00382, -0.99053, -5.17970], [-0.69875, -0.77413, -4.00202], [-0.70000, 0.39053, -3.35467], [0.08736, 4.05889, -0.19231], [-0.19583, 4.80074, -1.76514], [-2.28438, 2.87998, -1.45938], [-2.44972, 4.62425, -1.30552], [-3.21304, 5.48141, 0.75926], [-3.66619, 5.13212, 3.18421], [-2.95671, 2.98230, 4.23176], [-1.85494, 1.27158, 2.79938], [2.07485, 3.62599, -2.12789], [2.02149, 1.87042, -2.25190], [4.11659, 3.32640, -0.75794], [4.93366, 3.15380, 1.58468], [3.34084, 2.37955, 3.35428], [1.02568, 1.76870, 2.66922], [0.40332, 3.50182, -3.75000], [-1.22368, 3.01074, -3.28879], [1.29240, 2.11619, -5.43420], [1.32503, -0.08194, -6.61146], [-0.04280, -1.95632, -5.66366], [-1.27612, -1.56890, -3.54729], [1.09180, -0.78222, 1.45174], [2.02693, -1.16310, 2.55562], [1.90197, -2.98766, 2.73448], [1.15473, -3.62007, 1.57150], [1.94084, -3.64891, 0.26319], [1.04903, -4.05310, -0.91075], [1.20553, -2.90488, -2.30668], [1.27201, -1.52584, -1.70327], [2.90357, -3.28773, -2.74187], [3.22036, -4.52397, -3.29123], [4.53175, -4.79189, -3.64632], [5.51404, -3.82486, -3.46480], [5.18347, -2.58790, -2.93370], [3.87030, -2.31258, -2.57415], [3.67425, -1.02254, 1.87475], [3.82791, -0.58565, 0.57210], [5.11025, -0.38462, 0.08039], [6.21375, -0.61022, 0.88965], [6.04337, -1.03764, 2.20220], [4.76729, -1.23745, 2.70377], [1.34197, -3.13114, 3.65916], [2.91308, -3.37153, 2.87316], [0.21947, -3.07446, 1.42571], [0.87637, -4.63589, 1.86527], [2.79382, -4.32626, 0.34754], [2.34035, -2.65279, 0.06631], [-0.01357, -3.99096, -0.66532], [1.25051, -5.04787, -1.30836], [2.45012, -5.27108, -3.44557], [4.78993, -5.75335, -4.07005], [6.53746, -4.03600, -3.74591], [5.94999, -1.83520, -2.80002], [3.57697, -1.35565, -2.16321], [2.94874, -0.41483, -0.03942], [5.24827, -0.04285, -0.93850], [7.21102, -0.44891, 0.50151], [6.90386, -1.20504, 2.83632], [4.62360, -1.54585, 3.73351], [-7.34547, 1.69662, 1.99816], [-6.33337, 1.36703, 3.05597], [-6.20531, 2.12291, 4.20726], [-5.25765, 1.79240, 5.16616], [-5.09647, 2.78910, 6.59121], [-4.41303, 0.71955, 4.98302], [-4.51391, -0.04042, 3.82271], [-5.48273, 0.26600, 2.87450], [-5.70149, -0.45278, 1.74809], [-4.74053, -1.44510, 1.41402], [-3.41890, -0.81374, 0.97097], [-2.35724, -1.18003, 1.55419], [-3.47080, 0.00490, 0.02694], [-7.89562, 2.60020, 2.25722], [-8.05353, 0.87591, 1.87377], [-6.85618, 1.83625, 1.03332], [-6.84891, 2.97984, 4.36154], [-3.66692, 0.48053, 5.72918], [-3.82299, -0.85627, 3.66415], [-5.16235, -1.98366, 0.56683], [-4.58193, -2.13675, 2.24175], [-1.86436, -2.41115, -1.47928], [-2.77302, -3.07012, -1.81967], [-3.72545, -3.86546, -2.13612], [-4.41568, -3.68571, -3.24796], [-5.05496, -3.60655, -4.21106]], "forces_ev_per_angstrom": [[0.1, 0.4, -0.2], [0.0, 0.0, 0.0], [0.0, 0.0, 0.0], [0.0, 0.0, 0.0], [0.0, 0.0, 0.0], [0.0, 0.0, 0.0], [0.0, 0.0, 0.0], [0.1, 0.0, 0.0], [0.0, -0.1, -0.1], [0.0, 0.0, 0.0], [0.0, 0.0, 0.0], [-0.1, 0.1, 0.0], [0.0, 0.0, 0.0], [0.0, 0.0, 0.0], [0.0, 0.0, 0.0], [-0.1, 0.0, 0.0], [0.1, -0.2, -0.1], [0.0, 0.0, 0.0], [0.0, 0.1, 0.0], [0.0, 0.0, 0.0], [0.0, 0.0, 0.0], [0.0, 0.0, 0.0], [0.0, 0.0, 0.0], [0.0, -0.1, -0.1], [0.0, 0.0, 0.0], [0.0, 0.0, 0.0], [0.0, 0.0, 0.0], [0.0, 0.0, 0.0], [0.0, 0.0, 0.0], [0.0, 0.0, 0.0], [0.0, 0.0, 0.0], [0.0, 0.0, 0.0], [0.0, 0.0, 0.0], [0.0, 0.0, 0.0], [0.0, 0.0, 0.0], [0.0, 0.0, 0.0], [0.0, 0.0, 0.0], [0.0, 0.0, 0.0], [0.0, 0.0, 0.0], [0.0, 0.0, 0.0], [0.0, 0.0, 0.0], [0.0, 0.0, 0.0], [0.0, 0.0, 0.0], [0.0, 0.0, 0.0], [0.0, 0.0, 0.1], [-0.1, -0.1, 0.0], [-0.1, 0.1, 0.1], [0.0, 0.0, 0.0], [0.0, 0.0, 0.0], [0.0, 0.1, 0.0], [0.0, 0.1, 0.0], [0.0, -0.1, 0.0], [0.0, 0.0, 0.0], [0.0, 0.0, 0.0], [0.0, 0.0, 0.0], [0.0, 0.0, 0.0], [0.0, 0.0, 0.0], [0.0, 0.0, 0.0], [0.0, 0.0, 0.0], [0.0, 0.0, 0.0], [0.0, 0.0, 0.0], [0.0, 0.0, 0.0], [0.0, 0.0, 0.0], [0.0, 0.0, 0.0], [0.0, 0.0, 0.0], [0.0, 0.0, 0.0], [0.0, 0.0, 0.0], [0.0, 0.0, 0.0], [0.0, 0.0, 0.0], [0.0, 0.0, 0.0], [0.0, 0.0, 0.0], [0.0, 0.0, 0.0], [0.0, 0.0, 0.0], [0.0, 0.0, 0.0], [0.0, 0.0, 0.0], [0.0, 0.0, 0.0], [0.0, 0.0, 0.0], [0.0, 0.0, 0.0], [0.0, 0.0, 0.0], [0.0, 0.0, 0.0], [0.0, 0.0, 0.0], [0.0, 0.0, 0.0], [0.0, 0.0, 0.0], [0.0, 0.0, 0.0], [0.0, 0.0, 0.0], [0.0, 0.0, 0.0], [0.0, 0.0, 0.0], [0.0, 0.0, 0.0], [0.0, 0.0, 0.0], [0.0, 0.0, 0.1], [0.0, 0.0, 0.0], [0.0, 0.0, 0.0], [0.1, -0.1, -0.1], [-0.1, 0.0, 0.1], [0.0, 0.1, 0.1], [0.0, 0.0, 0.0], [0.0, 0.0, 0.0], [0.0, 0.0, 0.0], [0.0, 0.0, 0.0], [0.0, 0.0, 0.0], [0.0, 0.0, 0.0], [0.0, 0.0, 0.0], [0.0, 0.0, 0.0], [0.1, -0.1, 0.1], [0.2, 0.1, -0.1], [-0.1, -0.1, 0.2], [0.0, 0.0, -0.1], [0.0, 0.0, 0.0]], "lowdin_charge": [1.86, -0.17, -0.10, -0.29, -0.02, -0.05, -0.05, -0.13, 0.07, -0.19, -0.14, -0.27, -0.02, -0.06, -0.06, -0.15, 0.09, -0.15, -0.28, -0.02, -0.05, -0.05, -0.16, 0.06, 0.11, 0.13, 0.11, 0.12, 0.11, 0.11, 0.09, 0.11, 0.13, 0.13, 0.12, 0.11, 0.11, 0.11, 0.13, 0.13, 0.11, 0.11, 0.11, 0.07, -0.69, 1.00, -0.29, -0.23, -0.22, -0.30, 0.98, -0.65, -0.37, -0.08, -0.07, -0.08, -0.07, -0.07, -0.39, -0.09, -0.07, -0.07, -0.07, -0.08, 0.09, 0.09, 0.11, 0.13, 0.13, 0.07, 0.07, 0.09, 0.11, 0.11, 0.10, 0.10, 0.09, 0.09, 0.11, 0.11, 0.11, 0.11, -0.03, -0.19, -0.07, -0.70, 0.63, -0.12, 0.00, -0.23, -0.02, -0.09, -0.75, -0.21, -0.18, 0.08, 0.09, 0.09, 0.11, 0.11, 0.11, 0.14, 0.12, -0.01, -0.39, 0.05, -0.43, 0.07], "e_above_lowest_kcal_mol": 14.80, "molar_mass_g_mol": 1013.833}

=====

{"formula": "CH3ClN2O2", "method": "ωB97M-V/def2-TZVPD", "symbols": ["C", "N", "N", "O", "O", "Cl", "H", "H", "H"], "coordinates": [[1.44500, -0.12298, 0.12944], [-1.64848, 0.22426, 0.18371], [-0.84489, -0.25114, -0.79564], [1.23303, -1.17575, 0.62970], [0.58033, 0.50493, -0.68325], [2.96308, 0.71683, 0.07294], [-1.03714, 0.24930, 1.10210], [-2.09166, 1.06885, -0.13326], [-0.59927, -1.21429, -0.50574]], "forces_ev_per_angstrom": [[-1.2, 0.2, -2.2], [2.2, -0.6, 2.0], [0.7, -0.4, -0.1], [0.4, -0.5, 1.1], [-0.5, -0.4, 0.3], [0.1, 0.1, 0.4], [-2.4, 0.4, -1.9], [0.2, 0.5, 0.5], [0.4, 0.8, -0.2]], "lowdin_charge": [-0.99, 0.00, -0.02, 0.05, -0.11, 0.74, 0.15, 0.08, 0.11], "smiles": "NNOC(=O)Cl", "e_above_lowest_kcal_mol": 0.00, "molar_mass_g_mol": 110.500}